Below is C31H27HgN2O2Te as an isolated structure, with properties calculated with ωB97M-V/def2-TZVPD.

Cartesian coordinates (Å):
Hg  2.664  1.125  0.392
C  -4.340  0.688  -2.781
C  -3.136  0.479  -1.898
C  -2.877  -0.728  -1.281
C  -1.725  -0.969  -0.523
C  -1.543  -2.264  0.177
O  -0.475  -2.697  0.560
C  -2.778  -3.091  0.459
C  -2.696  -4.470  0.296
C  -3.781  -5.279  0.597
C  -4.951  -4.716  1.088
C  -5.030  -3.345  1.281
C  -3.950  -2.533  0.963
C  -0.713  0.047  -0.408
O  0.396  -0.135  0.198
C  -1.059  1.323  -0.970
C  -2.211  1.507  -1.700
C  -0.022  2.396  -0.873
N  0.113  3.214  0.090
C  -0.845  3.206  1.185
C  -0.540  2.140  2.233
Te  1.409  2.381  3.102
C  1.657  0.331  3.566
C  0.559  -0.461  3.872
C  0.717  -1.832  4.011
C  1.971  -2.406  3.884
C  3.079  -1.604  3.653
C  2.924  -0.236  3.483
C  0.995  2.451  -1.969
C  1.113  1.410  -2.891
C  2.123  1.426  -3.843
C  3.005  2.493  -3.906
C  2.871  3.555  -3.019
C  1.877  3.532  -2.054
H  -4.956  -0.210  -2.819
H  -4.034  0.930  -3.801
H  -4.961  1.514  -2.426
H  -3.584  -1.539  -1.408
H  -1.770  -4.893  -0.070
H  -3.707  -6.351  0.464
H  -5.800  -5.345  1.327
H  -5.930  -2.902  1.688
H  -4.008  -1.464  1.121
H  -2.398  2.478  -2.151
H  -1.865  3.038  0.824
H  -0.808  4.197  1.643
H  -0.518  1.151  1.784
H  -1.284  2.164  3.028
H  -0.425  -0.022  3.979
H  -0.150  -2.452  4.197
H  2.086  -3.480  3.949
H  4.064  -2.047  3.573
H  3.787  0.385  3.274
H  0.426  0.575  -2.848
H  2.216  0.597  -4.533
H  3.790  2.503  -4.652
H  3.545  4.400  -3.078
H  1.766  4.344  -1.348
C  7.016  1.188  -1.554
C  5.856  0.359  -1.257
N  4.927  -0.266  -1.005
H  6.952  2.104  -0.968
H  7.032  1.442  -2.612
H  7.935  0.664  -1.298

ΔE to the lowest compared entry with this formula, charge and spin   8.3 kcal per mole
<S²>   0.758
Calculated total energy   -1878.85205 a.u.
Strongest force on any atom   0.90 eV/Å
2S+1   2